[1]
This record from OMol25 describes a gas-phase ion, C43H46N2O4P (charge +1) at a distorted geometry. The level of theory is wB97M-V/def2-TZVPD.

Geometry (Å):
O -3.972 -5.726 -3.673
H -0.435 -6.836 -1.213
C 7.203 0.786 2.350
C -3.316 2.256 0.726
H 3.798 4.644 -3.645
H -5.669 -5.976 -2.452
P 2.889 1.284 0.802
H 0.207 -5.232 -1.722
O -5.624 -3.637 -3.576
C 0.674 3.932 2.892
C 2.083 2.935 -1.261
C -3.941 -0.940 0.360
N -4.146 0.031 1.294
H -4.142 2.772 1.234
C -6.586 -2.575 -3.410
C 5.042 1.833 2.623
O -1.800 -5.697 -2.158
C 4.715 3.556 -2.029
C 2.227 5.614 3.720
H -6.405 -1.776 -4.141
C 2.563 -0.266 -0.023
C 3.187 2.421 -0.560
C -2.844 1.233 2.966
H -3.050 0.329 3.554
H 8.268 0.746 2.581
H 1.459 4.112 -2.948
H -0.887 -5.354 -0.296
H -7.550 -3.050 -3.598
H -0.897 -3.180 -1.451
H 1.064 2.730 -0.917
H 2.604 -3.743 -1.677
H 3.318 -1.731 -2.975
C 5.320 -0.016 1.074
C 4.504 2.767 -0.907
H 1.715 1.277 2.611
C 1.497 1.834 1.672
C -0.651 -5.769 -1.288
H -0.323 3.456 2.984
C 3.625 4.028 -2.767
H 1.902 -1.284 1.789
H -6.156 -0.479 1.400
H -3.630 2.051 -0.308
C 2.585 -2.763 -1.208
C -2.435 -0.940 0.033
C -2.309 -4.478 -2.473
H 4.903 -0.717 0.348
H 6.830 2.436 3.706
C -4.773 -6.531 -2.752
H -1.835 1.594 3.182
O -4.815 -1.677 -0.104
H 7.271 -0.896 0.974
C 0.942 5.062 3.687
C 2.216 -2.644 0.138
C 4.503 0.999 1.617
C -1.843 -3.246 -2.005
H -5.042 -7.411 -3.334
H 4.144 5.656 2.717
H 3.266 0.489 -1.940
H 4.403 2.551 3.141
C 2.977 -1.640 -1.949
H -6.551 -2.165 -2.390
C -5.502 0.338 1.723
H -4.167 -6.810 -1.883
C -2.183 -0.828 -1.479
N -1.926 0.170 0.837
C 2.859 4.087 1.965
C 2.312 3.723 -2.384
C 2.207 -1.393 0.741
H -2.030 -1.908 0.409
H -0.030 -0.510 0.491
H -4.369 -1.225 -3.092
C 1.680 3.349 2.117
H 1.930 -3.526 0.717
H -0.579 2.409 1.164
H 5.738 3.796 -2.316
C -4.321 -3.377 -3.299
H -5.870 1.274 1.274
C -3.010 0.946 1.469
H -2.746 0.038 -1.872
C 3.171 5.162 2.806
H 0.159 5.507 4.305
C -3.499 -4.525 -3.235
C -2.613 -2.095 -2.182
H 5.346 2.432 -0.294
H -3.572 2.003 3.260
C -3.795 -2.141 -2.918
H -1.110 -0.648 -1.641
H -5.540 0.418 2.816
C 6.659 -0.115 1.432
C -0.559 0.367 0.871
H -2.442 2.914 0.723
H 3.615 3.820 1.211
H 2.496 6.429 4.402
C 0.060 1.520 1.227
C 6.396 1.750 2.967
C 2.954 -0.387 -1.363

The multiplicity is 1. The calculation puts the energy relative to the best compared isomer or geometry (same formula, charge and spin) at 98.2 kJ/mol. Its total charge is +1.



[2]
This record from OMol25 describes 8 unconnected molecules or ions with the total composition H16O8 at a distorted geometry. The level of theory is wB97M-V/def2-TZVPD.

Geometry (Å):
H 1.558 -0.312 2.942
H -0.708 4.042 2.588
O -2.538 -1.591 -2.248
O 1.487 -0.443 1.989
H 1.344 3.675 3.568
H 2.097 4.910 3.103
H 0.760 -1.067 1.891
H -3.009 -1.649 -1.410
H -0.656 3.401 3.966
O 0.196 0.245 0.085
O 2.233 -1.787 -2.550
O 1.950 3.983 2.885
H 3.071 -1.823 -2.075
H 2.024 -0.847 -2.587
H -0.249 0.864 0.675
H -0.010 0.574 -0.797
H -1.467 -3.252 -2.188
H -3.239 -1.565 -2.910
O -0.212 -0.861 -1.644
H -2.355 -4.358 -2.733
O -0.831 4.239 3.524
H 0.079 -1.538 -2.265
H 0.174 -1.132 -0.804
O -1.699 -3.707 -3.005

The multiplicity is 1. The calculation puts the energy relative to the best compared isomer or geometry (same formula, charge and spin) at 429.1 kJ/mol. The SMILES is O.O.O.O.O.O.O.O.



[3]
This record from OMol25 describes C16H17N3O2 in the gas phase. The level of theory is wB97M-V/def2-TZVPD.

Geometry (Å):
H 1.161 -2.250 0.030
O 1.583 0.815 -0.524
C -5.196 0.315 -1.131
C -4.293 0.528 -0.098
H -2.995 -1.410 1.193
H -4.070 1.198 1.922
C -6.106 1.312 1.280
H 7.706 1.962 0.322
H -2.231 0.857 0.339
N 1.063 -1.384 -0.497
N 3.219 -0.751 -0.083
C 4.400 1.396 -0.129
C -6.998 1.098 0.243
H 5.575 -1.737 0.377
H 3.480 1.920 -0.326
C -6.539 0.599 -0.964
O -0.812 -2.753 0.774
C -2.606 -1.266 0.182
H -3.164 -1.946 -0.466
H -7.230 0.431 -1.777
C 4.388 0.013 0.012
N -0.294 -1.032 -0.555
C -1.171 -1.742 0.197
C 5.594 2.086 -0.017
C -2.839 0.180 -0.267
H 5.594 3.160 -0.129
C 6.767 0.039 0.377
H 7.685 -0.495 0.574
C 6.779 1.416 0.236
H -4.842 -0.072 -2.076
H -2.560 0.294 -1.316
C 1.949 -0.329 -0.348
C 5.581 -0.661 0.267
C -4.763 1.027 1.110
H -8.046 1.321 0.375
H 3.355 -1.747 0.015
H -6.457 1.703 2.224
H -0.414 -0.060 -0.817

The multiplicity is 1. The calculation puts the energy relative to the best compared isomer or geometry (same formula, charge and spin) at 76.6 kJ/mol. The SMILES is O=C(CCc1ccccc1)NNC(=O)Nc1ccccc1.



[4]
This record from OMol25 describes a molecular structure, CH2I2O2 at a distorted geometry. The level of theory is wB97M-V/def2-TZVPD.

Geometry (Å):
O -1.571 1.314 0.884
C -0.470 1.163 0.513
I 1.076 0.247 1.668
I 0.136 2.182 -1.244
H -0.357 -2.225 -0.767
O 0.123 -1.380 -0.381
H 1.063 -1.301 -0.673

The multiplicity is 1. The calculation puts the energy relative to the best compared isomer or geometry (same formula, charge and spin) at 77.0 kJ/mol.



[5]
This record from OMol25 describes a molecular structure, C28H79BHgO10 at a distorted geometry. The level of theory is wB97M-V/def2-TZVPD.

Geometry (Å):
H -30.205 21.010 -6.257
H -29.062 21.230 -0.458
C -13.834 19.794 -2.972
H -16.274 19.631 -4.381
O -28.250 19.449 1.542
O -22.291 32.368 -4.903
H -17.445 16.677 3.634
O -24.050 26.212 -10.184
H -23.291 35.514 -5.075
O -19.666 17.142 2.610
C -26.027 29.582 -0.365
H -26.306 20.655 0.122
C -22.632 33.563 -5.580
C -26.706 28.730 -1.403
H -28.340 22.766 -5.350
H -17.570 32.666 0.416
H -21.663 26.067 5.579
H -22.121 23.980 -3.491
H -21.760 33.890 -6.146
C -21.454 25.113 3.618
C -22.963 24.948 3.528
O -18.380 30.873 0.378
H -31.009 21.523 -7.741
H -25.266 24.694 -10.731
C -22.885 34.633 -4.577
H -19.928 31.996 2.188
C -28.825 23.555 -5.924
H -16.984 16.751 1.908
C -17.146 31.725 2.283
H -15.000 19.785 -5.479
H -27.975 24.155 -6.251
H -23.594 34.329 -3.807
C -21.234 24.296 -2.942
H -23.467 25.157 2.585
C -23.650 24.894 -12.149
H -23.226 23.933 3.827
H -20.925 24.211 3.309
C -26.661 19.739 -0.350
H -19.222 33.624 1.935
H -20.016 25.876 5.002
H -23.127 31.971 -4.647
H -20.346 23.914 -3.446
H -23.763 23.703 -8.909
H -19.774 18.870 0.650
H -21.143 25.962 1.894
C -15.575 20.374 -4.765
C -18.673 18.099 2.379
H -13.314 19.185 -3.712
H -24.290 34.219 -6.956
H -25.033 29.174 -0.186
H -28.802 22.666 -7.900
H -28.688 28.585 -2.288
H -24.864 26.454 -9.736
O -21.026 26.186 2.820
C -28.112 19.317 0.102
C -24.193 24.887 -10.695
H -25.877 30.608 -0.700
H -25.309 28.260 -2.559
C -23.858 33.315 -6.526
H -16.046 21.199 -5.300
H -23.608 22.844 -10.452
H -20.951 24.508 5.670
C -19.439 32.660 1.475
H -18.241 19.609 0.872
H -15.283 28.036 -3.316
H -28.084 30.228 -2.100
O -30.233 23.969 -7.691
H -26.685 27.702 -1.041
C -28.145 29.252 -1.618
H -29.462 24.107 -5.233
H -26.591 19.858 -1.431
H -17.572 31.100 3.068
H -14.264 22.568 -4.452
H -21.226 23.830 -1.956
Hg -18.609 29.253 -4.096
H -23.554 32.813 -7.444
H -19.588 16.325 2.112
O -21.259 25.681 -2.873
H -30.212 19.883 -0.116
H -28.756 29.299 -0.716
H -23.989 24.046 -12.744
H -23.997 25.795 -12.655
H -18.289 17.977 0.276
H -24.639 32.735 -6.034
H -16.539 18.031 3.003
H -13.003 20.146 -2.361
H -26.486 29.559 0.624
H -14.485 19.092 -2.451
H -14.086 27.179 -4.235
H -27.440 19.152 1.962
B -15.121 27.487 -4.230
H -28.207 18.270 -0.184
H -25.991 18.976 0.047
H -20.076 32.897 0.623
H -31.344 22.346 -6.176
C -30.585 21.876 -6.801
H -15.330 21.403 -2.903
H -15.342 28.144 -5.057
C -18.081 32.022 1.131
H -15.740 26.605 -4.274
C -14.691 20.935 -3.652
H -21.927 34.914 -4.140
H -29.312 19.917 -1.598
O -26.021 28.898 -2.643
H -16.299 31.197 1.846
H -29.725 24.782 -7.629
H -18.776 18.926 3.082
O -13.738 21.826 -4.146
H -22.568 24.903 -12.287
H -16.749 32.626 2.751
C -18.759 18.657 0.986
C -20.994 25.396 5.040
H -22.387 24.059 -9.949
C -17.336 17.326 2.765
C -29.542 22.947 -7.150
H -18.755 30.260 1.014
C -23.445 23.796 -9.947
H -23.429 25.632 4.237
C -29.245 20.158 -0.537

The multiplicity is 1. The calculation puts the energy relative to the best compared isomer or geometry (same formula, charge and spin) at 1141.9 kJ/mol.



[6]
This record from OMol25 describes 14 unconnected molecules or ions with the total composition C56H84O28 at a distorted geometry. The level of theory is wB97M-V/def2-TZVPD.

Geometry (Å):
H -0.553 -0.883 -6.381
H -0.111 6.405 0.413
H -3.326 1.797 1.627
O 4.106 -4.035 -4.038
H 1.371 -0.791 6.950
C -3.419 4.726 0.080
O 1.429 2.249 -0.654
O 4.972 0.029 3.862
C -6.088 0.208 -3.249
H -2.580 -5.481 -0.900
H -3.504 -5.103 -3.045
O -3.874 -1.613 1.159
H 5.227 -4.881 -1.206
H 1.825 6.476 -0.679
C 5.429 1.803 0.979
C -5.350 -2.236 2.918
O -3.723 1.449 3.462
H 3.859 1.453 -0.322
C -5.185 -0.652 -2.419
H 5.408 1.962 -1.947
C 1.239 -0.501 -5.325
C 1.338 -0.285 -3.849
C 4.851 1.034 -0.151
H -0.877 -0.813 -1.216
H 2.481 -1.011 4.723
C -3.037 3.683 3.553
H -5.785 -1.282 -1.762
H -2.550 -2.883 2.119
H 1.956 0.638 4.377
C -0.427 -0.014 6.093
H 1.177 -1.927 -1.017
C 5.780 1.143 -1.332
C -2.482 -4.477 -1.312
C -1.320 -4.645 -3.391
O -0.628 2.163 -5.537
C 5.482 -5.700 -3.216
C -2.696 -4.413 -2.803
H 4.647 -3.783 2.947
H -3.218 4.403 -3.181
H -0.974 -1.406 0.363
O -1.191 -3.964 -1.212
H 1.402 -1.496 0.726
C -2.720 1.613 2.514
C 6.008 -2.124 3.142
H 0.173 -2.373 -5.494
H -1.329 4.213 -1.955
C -2.324 4.605 -3.770
H -1.038 1.468 -0.246
H 3.752 -5.536 -1.940
H -2.745 7.547 0.443
H 1.236 0.434 -5.886
O -2.692 5.585 0.737
H -3.522 4.259 2.764
H 6.529 -5.409 -3.310
H 5.981 0.285 -1.974
H -3.968 -1.084 4.067
O 2.923 -6.403 0.893
O -7.044 -0.215 -3.887
H -1.014 -5.542 1.535
H 5.854 -3.892 1.703
O -5.794 1.515 -3.121
C -0.328 0.750 0.166
C -0.045 -1.305 -5.514
H -1.200 -4.085 -4.318
H -3.196 -3.813 -0.823
C -1.019 4.533 -2.950
H 5.367 -6.784 -3.191
C 0.787 -6.572 2.087
C -3.969 -1.983 3.451
C -4.550 1.778 -2.436
H -3.266 0.244 -1.794
C 5.293 -3.181 2.308
H 4.763 -0.028 0.079
C -0.801 -0.987 -4.204
O 0.002 -0.282 -3.394
O -2.104 3.625 -4.791
O -2.994 3.677 -0.273
H -0.497 5.488 -2.879
H -4.497 7.387 -0.729
O 3.964 5.081 0.606
C 0.967 5.760 2.074
C -3.834 2.525 4.212
H -4.520 0.662 -0.652
H 1.601 4.676 -0.976
C -4.653 6.694 0.097
H 0.364 -7.485 1.669
C 1.029 -1.172 -0.245
H -3.595 6.990 1.959
C 1.093 -0.040 6.211
H 6.882 -1.740 2.615
H 6.155 -2.441 4.174
C 0.949 1.139 -0.435
H -5.513 7.099 0.630
O 6.873 1.778 0.676
O 1.682 -4.615 1.164
H 3.416 -2.923 1.169
H 0.793 3.708 -3.850
C 1.902 -5.895 1.324
H -2.537 5.528 -4.309
C -4.834 5.188 -0.123
C -0.203 -5.447 2.257
C 0.634 -4.209 1.968
H -5.543 4.884 0.647
H 1.479 0.883 6.642
H -0.653 -5.386 3.247
O 0.668 -3.587 -2.444
H -2.175 -1.199 2.573
H -6.168 -1.670 3.363
C 2.776 5.274 0.777
C -0.490 -3.964 -2.320
C 4.203 -3.677 -2.715
C 7.064 1.572 -0.642
H 0.820 6.732 2.546
C 0.508 5.557 0.707
O -1.974 -1.284 -3.924
H 2.035 -1.108 -5.758
H -0.186 2.529 -2.798
H -1.043 -5.671 -3.636
O -6.134 -1.508 0.734
C 4.655 -4.955 -2.131
C 0.427 -0.850 4.039
C -0.180 3.355 -3.510
H -0.057 4.628 0.634
H 1.924 -1.070 -3.371
H -2.029 0.771 2.478
C -5.210 -1.760 1.479
O 4.921 -5.356 -5.550
H -3.754 1.943 -3.163
C 4.810 -5.040 -4.413
H 4.911 -2.853 -2.631
C -3.389 6.799 0.905
H -3.773 -2.754 4.195
C 1.716 5.480 -0.250
C -1.973 2.839 2.932
H 4.998 2.804 0.989
H -0.779 1.015 6.159
C -2.963 -1.885 2.265
H -0.065 -3.583 1.413
C -0.945 2.946 -4.686
O -0.675 -0.669 4.843
C -0.389 -0.717 -0.246
H -0.169 0.966 1.222
H 3.256 -3.433 -2.232
H 1.771 0.690 -3.623
O -4.363 2.538 5.296
O 8.187 1.622 -1.157
H -3.044 -3.401 -3.014
H 1.166 -6.843 3.072
H -5.651 -3.276 2.797
O 0.398 -1.323 2.915
H -1.175 2.621 3.642
H -1.541 3.270 2.028
O 4.180 -1.182 2.146
C 4.330 -2.399 1.445
O 2.292 5.329 2.025
H -5.132 4.850 -1.115
H -4.491 -1.193 -3.063
H 1.049 -3.746 2.863
H 4.962 1.317 1.835
H -4.705 2.609 -1.748
C 5.046 -0.950 3.130
H 0.379 5.074 2.683
C 1.644 -0.317 4.799
C -4.333 0.446 -1.704
H 4.804 -2.217 0.481
O 1.628 0.029 -0.726
H -0.895 -0.561 6.912
H -2.669 4.402 4.285

The multiplicity is 1. The calculation puts the energy relative to the best compared isomer or geometry (same formula, charge and spin) at 340.1 kJ/mol.